(1)
Computed, not measured: a single C10H12Si molecule, with ωB97M-V with the def2-TZVPD basis set.

The relative energy (zero: lowest compared OMol25 entry of this formula, charge and spin) is 12.4 kcal/mol. The value obtained for the HOMO-LUMO gap is 8.24 eV. The multiplicity is 1. The value obtained for the HOMO energy is -7.88 eV. Its structure (SMILES) is C[SiH2]C1=Cc2ccccc2C1. The value obtained for the LUMO energy is 0.36 eV.

Positions of all 23 atoms, in Å:
C  -3.91  -0.94  0.45
Si  -3.00  0.67  -0.09
C  -1.09  0.36  -0.21
C  -0.13  1.31  0.60
C  1.21  0.81  0.44
C  2.51  1.09  1.01
C  3.62  0.42  0.54
C  3.56  -0.59  -0.42
C  2.36  -0.97  -0.93
C  1.18  -0.30  -0.46
C  -0.21  -0.58  -0.93
H  -3.23  -1.75  0.77
H  -4.63  -0.77  1.23
H  -4.48  -1.43  -0.41
H  -3.41  1.15  -1.28
H  -3.16  1.81  0.90
H  -0.52  2.10  1.21
H  2.67  1.88  1.81
H  4.63  0.67  0.88
H  4.51  -0.94  -0.91
H  2.14  -1.75  -1.75
H  -0.28  -0.59  -1.95
H  -0.34  -1.68  -0.51



(2)
Computed, not measured: a molecular structure, C10H13AsAuNO4, with ωB97M-V with the def2-TZVPD basis set.

The value obtained for the HOMO-LUMO gap is 8.63 eV. The multiplicity is 1. The net charge is +2. The value obtained for the HOMO energy is -17.60 eV. The value obtained for the LUMO energy is -8.97 eV.

Positions of all 30 atoms, in Å:
Au  -0.77  1.33  0.17
O  -2.20  -1.26  -2.68
C  -1.93  -0.48  -1.69
O  -0.85  0.15  -1.60
C  -2.99  -0.36  -0.64
C  -4.23  -0.95  -0.54
C  -5.01  -0.62  0.58
C  -4.54  0.26  1.56
C  -3.28  0.81  1.38
N  -2.59  0.47  0.31
C  -2.54  1.78  2.29
O  -2.99  2.19  3.30
O  -1.29  2.17  1.86
H  -1.48  -1.31  -3.33
H  -4.60  -1.63  -1.30
H  -5.99  -1.06  0.69
H  -5.13  0.52  2.43
C  2.07  2.32  2.02
As  1.35  2.52  0.26
C  1.00  4.38  -0.07
C  2.58  1.85  -1.05
H  2.96  2.95  2.09
H  2.34  1.28  2.18
H  1.33  2.64  2.75
H  1.94  4.92  -0.01
H  0.31  4.75  0.69
H  0.57  4.51  -1.06
H  3.48  2.46  -1.00
H  2.14  1.92  -2.04
H  2.83  0.81  -0.82



(3)
Computed, not measured: a molecular structure, C10H13AuClI2N2OP, with ωB97M-V with the def2-TZVPD basis set.

The relative energy (zero: lowest compared OMol25 entry of this formula, charge and spin) is 13.7 kcal/mol. The value obtained for the HOMO-LUMO gap (spin up / spin down) is 6.85 / 5.49 eV. The multiplicity is 3. The net charge is +2. The value obtained for the HOMO energy (spin up / spin down) is -16.55 / -16.57 eV. The value obtained for the LUMO energy (spin up / spin down) is -9.69 / -11.08 eV.

Positions of all 31 atoms, in Å:
I  -1.66  0.82  2.67
I  2.99  1.20  0.87
Au  0.01  0.45  0.62
P  -0.47  2.59  -0.43
C  0.88  3.36  -1.37
C  -1.80  2.49  -1.67
H  -1.85  3.51  1.31
H  -1.31  4.77  0.14
H  -0.18  4.14  1.39
C  -1.01  3.88  0.72
H  -2.67  2.00  -1.22
H  -2.06  3.50  -2.03
H  0.54  4.35  -1.73
H  1.12  2.73  -2.24
H  -1.45  1.88  -2.51
H  1.76  3.48  -0.74
C  1.65  0.19  -0.60
O  1.95  -0.36  -1.60
Cl  -2.33  -0.27  -0.10
N  0.80  -7.17  0.76
C  0.71  -6.00  0.73
C  0.58  -4.56  0.72
C  0.97  -3.80  1.82
C  0.82  -2.42  1.77
N  0.33  -1.82  0.68
C  -0.05  -2.53  -0.39
C  0.05  -3.91  -0.41
H  1.38  -4.26  2.71
H  1.09  -1.79  2.62
H  -0.51  -1.99  -1.21
H  -0.28  -4.46  -1.28



(4)
Computed, not measured: a molecular structure, C10H13Br19NO2, with ωB97M-V with the def2-TZVPD basis set.

The value obtained for the HOMO-LUMO gap is 4.63 eV. The multiplicity is 1. The net charge is -1. The value obtained for the HOMO energy is -3.26 eV. The value obtained for the LUMO energy is 1.37 eV.

Positions of all 45 atoms, in Å:
C  1.68  -2.09  -0.90
C  1.00  -0.88  -1.56
C  -0.30  -0.41  -0.89
Br  -1.13  0.92  -2.20
C  -1.31  -1.47  -0.53
O  -1.94  -1.97  -1.75
N  -1.93  -3.33  -1.94
O  -1.03  -3.91  -1.46
H  1.09  -2.53  -0.13
H  1.83  -2.87  -1.64
H  2.64  -1.81  -0.48
H  1.71  -0.06  -1.48
H  0.85  -1.06  -2.61
H  -0.05  0.13  0.01
H  -2.08  -0.94  0.05
C  0.25  3.98  0.87
Br  1.58  2.77  0.17
Br  0.20  5.64  -0.11
Br  -1.48  3.14  0.96
H  0.54  4.22  1.88
C  2.00  3.12  5.15
Br  3.33  1.94  4.42
Br  1.96  4.81  4.22
Br  0.26  2.29  5.19
H  2.28  3.32  6.18
C  -0.53  -3.24  3.51
Br  -0.69  -3.24  1.57
Br  1.08  -4.13  4.14
Br  -0.66  -1.45  4.23
H  -1.37  -3.80  3.91
C  -0.59  -0.99  -6.10
Br  -0.94  -2.36  -4.82
Br  0.16  0.60  -5.29
Br  0.52  -1.63  -7.55
H  -1.53  -0.70  -6.53
C  3.91  7.27  1.41
Br  4.08  5.39  1.03
Br  4.48  8.35  -0.08
Br  2.12  7.72  1.97
H  4.57  7.49  2.23
C  -5.29  -5.68  -1.10
Br  -4.31  -6.54  0.33
Br  -7.16  -5.48  -0.66
Br  -4.47  -4.02  -1.61
H  -5.24  -6.34  -1.95



(5)
Computed, not measured: a single C10H13ClN2O molecule, with ωB97M-V with the def2-TZVPD basis set.

The relative energy (zero: lowest compared OMol25 entry of this formula, charge and spin) is 0.0 kcal/mol. The value obtained for the HOMO-LUMO gap is 10.00 eV. The multiplicity is 1. The value obtained for the HOMO energy is -9.25 eV. Its structure (SMILES) is O=C(NCCCl)NCc1ccccc1. The value obtained for the LUMO energy is 0.76 eV.

Positions of all 27 atoms, in Å:
O  -0.34  0.86  -3.72
C  -0.03  0.79  -2.56
N  1.24  1.14  -2.13
C  1.94  0.39  -1.06
C  2.69  -0.84  -1.55
Cl  1.58  -2.12  -2.16
N  -1.00  0.60  -1.57
C  -1.05  1.28  -0.31
C  -1.15  0.33  0.89
C  -1.37  0.86  2.16
C  -1.43  0.06  3.30
C  -1.27  -1.32  3.18
C  -1.01  -1.89  1.91
C  -0.95  -1.03  0.80
H  1.77  1.40  -2.95
H  2.75  0.97  -0.63
H  1.13  0.12  -0.31
H  3.21  -1.39  -0.76
H  3.44  -0.54  -2.29
H  -1.91  0.41  -1.96
H  -0.15  1.97  -0.27
H  -1.88  1.96  -0.29
H  -1.52  1.93  2.37
H  -1.69  0.48  4.25
H  -1.34  -2.00  4.01
H  -0.88  -2.96  1.84
H  -0.75  -1.45  -0.18



(6)
Computed, not measured: a molecular structure, C10H13ClN2O3Zr, with ωB97M-V with the def2-TZVPD basis set.

The relative energy (zero: lowest compared OMol25 entry of this formula, charge and spin) is 162.0 kcal/mol. The value obtained for the HOMO-LUMO gap (spin up / spin down) is 3.02 / 3.05 eV. The multiplicity is 1. The net charge is +2. The value obtained for the HOMO energy (spin up / spin down) is -14.42 / -14.45 eV. The value obtained for the LUMO energy (spin up / spin down) is -11.40 / -11.41 eV.

Positions of all 30 atoms, in Å:
Cl  -3.62  -3.03  0.69
C  1.70  -1.71  -2.26
C  2.38  -0.46  -1.99
C  1.43  0.61  -2.16
H  3.47  -0.34  -1.88
C  0.13  0.04  -2.51
C  0.25  -1.42  -2.43
H  -0.66  -2.14  -2.57
H  2.18  -2.69  -2.35
H  1.67  1.68  -2.17
C  -1.17  0.73  -2.91
Zr  0.66  -0.60  -0.18
C  2.37  -0.44  0.91
C  0.87  -2.75  0.81
O  3.05  -0.65  1.89
O  1.45  -3.57  1.44
H  -1.20  1.76  -2.53
H  -2.03  0.16  -2.47
H  -1.31  0.78  -4.02
C  0.02  2.50  2.78
N  -1.23  1.73  2.77
C  -1.36  0.68  1.95
N  -2.35  -0.20  2.03
O  -0.47  0.55  1.02
H  0.89  1.81  2.72
H  0.09  3.07  3.72
H  0.04  3.20  1.93
H  -1.91  1.88  3.51
H  -2.36  -1.09  1.40
H  -2.96  -0.12  2.84



(7)
Computed, not measured: a molecular structure, C10H13ClN2O3Zr, with ωB97M-V with the def2-TZVPD basis set.

The relative energy (zero: lowest compared OMol25 entry of this formula, charge and spin) is 0.0 kcal/mol. The value obtained for the HOMO-LUMO gap is 8.14 eV. The multiplicity is 1. The net charge is +2. The value obtained for the HOMO energy is -16.91 eV. The value obtained for the LUMO energy is -8.77 eV.

Positions of all 30 atoms, in Å:
Cl  -1.86  -2.10  -0.35
C  1.35  -1.90  -2.07
C  2.04  -0.69  -1.74
C  1.21  0.42  -2.13
H  3.07  -0.63  -1.40
C  0.01  -0.11  -2.72
C  0.11  -1.54  -2.68
H  -0.62  -2.22  -3.13
H  1.74  -2.90  -1.95
H  1.47  1.48  -2.10
C  -1.08  0.65  -3.38
Zr  0.11  -0.70  -0.35
C  2.31  -0.14  0.88
C  0.89  -2.58  0.88
O  3.23  0.22  1.47
O  1.10  -3.44  1.63
H  -1.13  1.68  -3.02
H  -2.06  0.17  -3.22
H  -0.91  0.68  -4.47
C  0.06  2.50  3.07
N  -0.99  1.50  3.18
C  -1.27  0.63  2.21
N  -2.29  -0.23  2.34
O  -0.54  0.61  1.13
H  1.06  2.04  2.98
H  0.02  3.10  3.98
H  -0.10  3.15  2.20
H  -1.58  1.47  4.01
H  -2.45  -0.91  1.58
H  -2.89  -0.22  3.16



(8)
Computed, not measured: 2 unconnected molecules or ions with the total composition C10H13ClNS2, with ωB97M-V with the def2-TZVPD basis set.

The relative energy (zero: lowest compared OMol25 entry of this formula, charge and spin) is 2.0 kcal/mol. The value obtained for the HOMO-LUMO gap is 4.18 eV. The multiplicity is 1. The net charge is +1. The value obtained for the HOMO energy is -10.14 eV. The value obtained for the LUMO energy is -5.96 eV.

Positions of all 27 atoms, in Å:
Cl  5.56  -0.70  2.68
C  3.85  -0.69  2.63
C  3.15  -1.91  2.60
C  1.76  -1.91  2.56
C  1.05  -0.69  2.57
N  -0.32  -0.68  2.53
C  1.76  0.54  2.58
C  3.16  0.53  2.61
H  3.70  -2.85  2.62
H  1.20  -2.85  2.53
H  -0.82  0.17  2.76
H  -0.82  -1.54  2.70
H  1.21  1.48  2.56
H  3.71  1.47  2.64
C  -2.75  0.44  -3.72
C  -1.23  0.50  -3.73
S  -0.49  -0.20  -2.22
C  -1.39  0.49  -0.97
S  -3.01  0.96  -1.00
C  -3.30  1.44  -2.73
H  -3.11  0.70  -4.72
H  -3.08  -0.57  -3.47
H  -0.82  -0.12  -4.54
H  -0.85  1.53  -3.81
H  -0.89  0.53  0.00
H  -2.86  2.44  -2.85
H  -4.39  1.50  -2.81



| no. | energy (Ha) | maximum force (eV/A) |
| --- | --- | --- |
| 1 | -677.6628 | 6.6 |
| 2 | -3115.4309 | 0.2 |
| 3 | -2105.5415 | 3.6 |
| 4 | -49500.1583 | 2.7 |
| 5 | -1033.8151 | 2.3 |
| 6 | -1230.6309 | 12.8 |
| 7 | -1230.8891 | 5.3 |
| 8 | -1699.8996 | 1.6 |